1.
C22H22F6N15O8S3Se2Sr | ωB97M-V/def2-TZVPD

XYZ file:
```
79
Properties=species:S:1:pos:R:3:forces:R:3:mulliken_charge:R:1
Sr -1.4583 0.8337 1.6246 0.39 -0.33 -0.16 1.968
F -1.8053 4.7840 3.1820 0.02 -0.04 0.02 -0.202
C -2.5680 4.2511 4.1220 -0.04 0.00 -0.03 0.636
F -3.4046 5.1846 4.5775 0.01 0.02 -0.03 -0.237
F -1.8098 3.8298 5.1226 -0.03 0.01 0.04 -0.218
S -3.5736 2.8015 3.4852 0.07 0.03 -0.08 1.019
O -2.8191 1.6275 3.8729 0.08 -0.03 0.00 -0.509
O -4.8986 2.9742 3.9842 0.01 -0.04 0.04 -0.633
N -3.3730 3.0198 1.9158 -0.07 0.03 0.08 -0.438
S -4.2513 2.2860 0.8397 -0.01 0.02 -0.03 1.152
O -3.3511 1.9050 -0.2275 -0.05 -0.01 -0.02 -0.508
O -5.1579 1.2968 1.3393 -0.02 0.04 0.00 -0.634
C -5.3028 3.6133 0.1211 0.01 0.03 0.00 0.371
F -4.5524 4.5732 -0.4134 0.01 -0.01 0.00 -0.210
F -6.0771 3.0922 -0.8294 0.00 0.01 0.01 -0.206
F -6.0719 4.1430 1.0671 0.00 -0.01 -0.01 -0.212
Se -3.2052 -3.3938 -1.2937 -0.04 0.02 -0.09 -0.122
Se -3.7564 -1.4043 -0.2502 -0.03 -0.05 0.06 0.116
C -3.6968 -1.9903 1.5883 0.05 -0.06 0.07 0.264
C -4.3179 -3.1607 1.9999 0.02 0.01 -0.05 -0.672
C -4.2023 -3.5299 3.3254 0.00 -0.01 0.03 -0.285
C -3.5043 -2.7095 4.1985 0.02 0.00 0.01 -0.979
C -2.9518 -1.5447 3.7039 0.03 -0.02 -0.02 -0.480
N -3.0327 -1.1957 2.4176 -0.22 0.15 -0.03 0.374
C -1.2948 -3.1876 -1.4435 -0.02 -0.03 0.00 0.370
C -0.4833 -4.2443 -1.0560 0.01 -0.01 0.05 -0.476
C 0.8852 -4.0720 -1.1403 0.01 -0.04 0.00 -0.720
C 1.3785 -2.8645 -1.6086 0.00 0.02 -0.02 -0.351
C 0.4723 -1.8890 -1.9899 0.02 0.02 0.02 -0.044
N -0.8460 -2.0427 -1.9236 -0.03 0.03 0.01 -0.417
H -4.8585 -3.7687 1.2890 0.01 0.00 0.00 0.388
H -4.6568 -4.4477 3.6764 0.00 0.00 0.00 0.386
H -3.3840 -2.9651 5.2414 0.00 0.00 0.00 0.429
H -2.4077 -0.8663 4.3501 -0.01 0.01 0.00 0.511
H -0.9126 -5.1375 -0.6246 0.01 0.01 0.00 0.349
H 1.5560 -4.8504 -0.8013 -0.01 0.00 0.01 0.376
H 2.4440 -2.6794 -1.6574 0.01 0.01 0.00 0.394
H 0.8085 -0.9320 -2.3734 0.04 0.03 -0.02 0.444
N 1.7662 -0.8217 3.4052 -0.06 -0.01 0.00 -0.053
C 1.5906 0.5483 3.4796 0.05 -0.02 -0.05 0.167
N 2.3161 1.3440 4.2504 0.00 -0.01 -0.01 -0.595
N 1.8563 2.5819 3.9701 0.07 -0.05 -0.06 -0.630
N 0.9254 2.5211 3.0806 -0.07 0.08 0.12 -0.482
N 0.7209 1.2251 2.7383 -0.15 0.15 0.16 0.425
C 0.8912 -1.6828 2.7612 0.05 0.02 -0.05 0.416
N 0.9002 -2.9888 2.9875 0.03 -0.01 0.00 -0.837
N -0.0293 -3.4741 2.1426 0.00 0.03 -0.04 -0.792
N -0.5577 -2.5174 1.4608 0.03 0.02 0.02 0.143
N 0.0078 -1.3362 1.8197 -0.11 0.02 0.10 0.186
H 2.3143 -1.2370 4.1389 0.00 0.00 0.00 0.264
C 6.6670 -1.3840 -4.9713 0.00 0.00 0.00 -1.299
C 5.2363 -1.2530 -4.4681 0.00 0.00 -0.01 -0.371
S 4.9641 0.4024 -3.8727 0.01 0.01 0.00 1.399
O 5.1198 1.3174 -4.9746 0.00 0.00 0.01 -0.702
O 5.7497 0.5912 -2.6776 -0.01 -0.01 0.00 -0.698
C 3.2508 0.3778 -3.3928 -0.02 0.00 0.00 0.349
C 2.8823 1.6990 -2.7283 0.00 0.00 -0.02 -2.009
N 1.5480 1.6247 -2.1409 0.01 0.04 -0.04 0.541
C 1.2717 1.2965 -0.8566 -0.01 0.01 0.07 -0.370
N -0.0268 1.4198 -0.5987 -0.08 -0.04 -0.07 0.848
C -0.6191 1.8326 -1.7503 0.01 0.00 -0.02 -1.184
C 0.3328 1.9635 -2.7152 -0.03 -0.13 0.02 -0.195
N 0.1406 2.2671 -4.0898 0.12 0.39 0.08 1.096
O 1.0805 2.0914 -4.8568 -0.04 -0.13 -0.04 -0.656
O -0.9398 2.7152 -4.4129 -0.07 -0.13 -0.04 -0.666
C 2.2927 0.8306 0.1163 0.00 0.00 -0.01 -0.559
H 6.8376 -2.3971 -5.3328 -0.01 0.00 0.00 0.389
H 7.3755 -1.1786 -4.1702 0.00 0.00 0.00 0.348
H 6.8510 -0.6872 -5.7874 0.00 0.00 0.00 0.346
H 5.0315 -1.9223 -3.6321 0.00 0.00 0.00 0.304
H 4.5039 -1.4249 -5.2578 0.01 0.00 -0.01 0.412
H 3.1313 -0.4547 -2.6974 0.00 0.00 0.02 -0.204
H 2.6493 0.2140 -4.2862 -0.01 -0.01 0.00 0.533
H 2.8982 2.5018 -3.4582 0.02 0.00 0.02 0.406
H 3.5865 1.9372 -1.9351 -0.01 -0.01 0.01 0.652
H -1.6799 1.9931 -1.8379 0.00 -0.01 0.00 0.795
H 2.4847 1.6009 0.8643 0.02 0.00 -0.01 0.173
H 3.2278 0.5585 -0.3701 0.00 -0.01 0.00 0.393
H 1.8912 -0.0352 0.6444 0.01 0.01 -0.01 -0.280
```
Forces are in eV/Å.

## Properties
HOMO-LUMO gap ... 0.240 hartree
Total charge ... -1
2S+1 ... 1

---

2.
CH3N2O2S | ωB97M-V/def2-TZVPD

XYZ file:
```
9
Properties=species:S:1:pos:R:3:forces:R:3:nbo_charge:R:1
C -0.3174 1.7203 1.6813 0.92 0.05 2.56 0.335
N 0.0626 1.2938 0.6942 -0.63 0.45 -0.54 -0.478
S 0.4770 0.7053 -1.2975 4.23 2.60 0.05 2.453
N 0.2221 -0.7593 -1.0177 0.20 -3.98 0.21 -1.080
O -0.5246 1.3874 -1.9810 -0.80 0.26 0.04 -0.762
O 1.8889 1.0454 -1.2685 -3.31 -0.96 0.04 -0.766
H -0.3679 1.9847 2.8001 -0.39 -0.24 -2.27 0.316
H -0.7107 -1.2522 -1.1270 1.52 1.02 0.09 0.492
H 1.1090 -1.3255 -0.8416 -1.74 0.79 -0.17 0.489
```
Forces are in eV/Å.

## Properties
HOMO-LUMO gap ... 0.472 hartree
Total charge ... +1
SMILES ... C#[N+]S(N)(=O)=O
2S+1 ... 1

---

3.
C3H4INOS | ωB97M-V/def2-TZVPD

XYZ file:
```
11
Properties=species:S:1:pos:R:3:forces:R:3:nbo_charge:R:1
C 0.0296 3.2710 1.7837 0.51 -2.55 -2.29 -0.274
C 0.2191 2.3305 1.0220 -0.19 2.47 2.53 0.156
N 0.3558 1.2409 0.3355 -0.23 -1.69 -1.51 -0.847
S 0.9034 -0.0930 0.7738 -0.13 -3.49 6.45 1.614
C -0.1507 -1.4615 0.0426 -1.05 -0.35 -1.65 -0.799
O 1.0444 -0.4478 2.4245 -0.42 1.47 -6.94 -0.818
I 2.9606 -0.8872 -0.4122 0.19 0.45 0.26 -0.056
H 0.0118 4.2658 2.0323 -0.17 1.59 0.86 0.226
H 0.2440 -1.9116 -0.9116 0.47 0.81 1.15 0.260
H -0.3023 -2.3246 0.7350 0.28 1.26 -0.02 0.277
H -1.1169 -1.0504 -0.3607 0.74 0.03 1.17 0.260
```
Forces are in eV/Å.

## Properties
HOMO-LUMO gap (spin up / spin down) ... 0.259 / 0.259 hartree
Total charge ... 0
SMILES ... C#CN=[S@](C)(=O)I
2S+1 ... 1

---

4.
C24H30N4O4 | ωB97M-V/def2-TZVPD

XYZ file:
```
62
Properties=species:S:1:pos:R:3:forces:R:3:nbo_charge:R:1
O 1.5571 7.6127 1.2141 0.08 0.22 -0.01 -0.683
C 1.4205 6.2564 1.1544 -0.47 -0.39 0.15 0.367
C 0.2303 5.6462 1.5523 0.16 -0.79 -0.13 -0.305
C 0.1024 4.2536 1.4952 0.43 0.47 -0.18 -0.180
C 1.1660 3.4527 1.0488 -0.03 0.27 0.14 -0.095
C 1.0460 1.9873 1.0151 -0.58 -0.32 0.91 -0.094
C 1.5752 1.1725 0.0582 -0.61 -0.90 0.59 -0.053
N 1.1623 -0.1071 0.3821 0.42 0.83 -0.67 -0.348
N 0.3909 -0.1490 1.5003 0.80 -0.35 -0.72 -0.252
C 0.3270 1.0913 1.9292 0.80 1.05 -1.01 0.092
C -0.3280 1.4238 3.2018 -0.37 -0.03 0.40 -0.027
C -1.5031 0.7577 3.5850 0.09 0.44 0.43 -0.186
C -2.1348 1.0684 4.7949 0.53 -0.04 -0.57 -0.287
C -1.5914 2.0368 5.6405 -0.16 -0.44 -0.45 0.299
O -2.2020 2.3462 6.8203 -0.05 0.07 0.20 -0.667
C -0.4129 2.6858 5.2805 0.16 -0.01 -0.22 -0.274
C 0.2213 2.3792 4.0724 -0.58 -0.25 0.25 -0.184
C 2.3501 4.0794 0.6318 -0.47 0.65 0.31 -0.184
C 2.4749 5.4727 0.6905 0.01 -0.22 -0.09 -0.285
H 0.7416 8.0104 1.5558 0.30 -0.24 -0.13 0.478
H -0.6024 6.2429 1.9077 0.02 0.05 -0.01 0.204
H -0.8328 3.7928 1.7998 0.15 0.04 -0.03 0.224
H 2.1686 1.4671 -0.8033 -0.20 -0.57 0.12 0.236
H 1.4268 -0.9400 -0.1418 -0.59 0.46 0.90 0.405
H -1.9246 -0.0045 2.9350 0.09 0.14 0.07 0.224
H -3.0448 0.5470 5.0706 -0.01 0.03 0.05 0.204
H -2.9734 1.7735 6.9484 0.31 0.20 -0.11 0.479
H 0.0102 3.4285 5.9490 -0.05 -0.09 -0.04 0.225
H 1.1486 2.8840 3.8140 -0.17 -0.08 0.02 0.227
H 3.1860 3.4836 0.2784 -0.08 0.06 0.09 0.215
H 3.3952 5.9559 0.3796 -0.09 -0.02 0.03 0.221
C 0.1561 -2.5817 -5.6780 0.18 0.07 0.39 -0.419
N 1.0318 -1.6496 -4.9676 -0.49 -0.41 -1.02 -0.602
C 1.1931 -1.5351 -3.6462 0.41 0.70 0.95 0.677
O 1.9554 -0.6855 -3.1943 -0.14 -0.33 0.26 -0.646
C 0.3873 -2.4243 -2.6775 -0.09 0.00 0.33 -0.138
C -0.8886 -1.6489 -2.2575 -0.22 0.16 -0.19 -0.400
C -2.0545 -2.3697 -1.5531 0.29 -0.61 0.06 -0.208
C -2.5440 -3.5917 -2.3319 -0.01 0.49 0.11 -0.609
C -1.7647 -2.7383 -0.1005 -0.07 0.39 -0.20 -0.610
N 1.2588 -2.7307 -1.5344 -0.93 1.13 -1.41 -0.621
C 1.5578 -3.8981 -0.9658 0.85 -1.57 0.76 0.679
C 0.9259 -5.1919 -1.4397 0.11 0.31 0.02 -0.714
O 2.3867 -3.9291 -0.0720 0.09 0.04 0.22 -0.619
H 0.1726 -2.3592 -6.7466 0.04 0.03 0.22 0.223
H -0.8705 -2.4880 -5.3183 0.01 -0.08 -0.10 0.202
H 0.5018 -3.6069 -5.5299 -0.13 -0.04 -0.12 0.199
H 1.5880 -1.0105 -5.5170 -0.04 0.00 0.17 0.412
H 0.1052 -3.3377 -3.1953 0.03 -0.21 0.15 0.216
H -1.3133 -1.2211 -3.1666 0.03 0.12 -0.23 0.204
H -0.5942 -0.7999 -1.6403 0.19 0.07 -0.01 0.231
H -2.8854 -1.6641 -1.5283 0.02 0.24 -0.10 0.202
H -1.7734 -4.3556 -2.3806 0.03 -0.20 -0.07 0.194
H -3.4215 -4.0077 -1.8369 0.01 -0.11 -0.08 0.217
H -2.8246 -3.2937 -3.3416 -0.04 -0.16 -0.17 0.200
H -2.6573 -3.1652 0.3559 0.00 -0.07 0.06 0.206
H -0.9549 -3.4553 -0.0266 0.12 -0.12 0.16 0.197
H -1.4916 -1.8398 0.4532 0.14 -0.09 0.17 0.231
H 1.9085 -1.9992 -1.2954 0.22 -0.04 -0.34 0.407
H 1.4604 -6.0216 -0.9782 -0.02 0.21 0.01 0.252
H -0.1134 -5.2318 -1.1296 -0.21 -0.07 -0.15 0.229
H 1.0114 -5.2758 -2.5199 -0.21 -0.09 -0.16 0.214
```
Forces are in eV/Å.

## Properties
HOMO-LUMO gap ... 0.295 hartree
Total charge ... 0
SMILES ... Oc1ccc(-c2c[nH]nc2-c2ccc(O)cc2)cc1.CNC(=O)[C@H](CC(C)C)NC(C)=O
2S+1 ... 1